[1]
# C19H16ClIN2O4Pd

A molecular structure, C19H16ClIN2O4Pd (wB97M-V/def2-TZVPD, OMol25).

XYZ file:
```
44
Properties=species:S:1:pos:R:3:forces:R:3
Pd 0.708 0.923 -0.884 -1.704 1.290 0.714
C -1.003 2.517 -4.516 -0.366 -0.709 0.246
C -0.990 1.709 -3.210 -0.108 -0.783 0.234
O 0.085 1.080 -2.923 -1.217 0.979 -1.222
C -2.210 1.702 -2.465 0.253 0.556 -1.543
C -2.371 1.328 -1.150 2.465 -2.244 2.353
C -3.677 1.255 -0.403 0.065 0.546 -0.481
N -1.303 0.792 -0.407 -2.185 2.059 -4.895
N -1.683 0.479 0.767 0.462 -1.807 6.269
C -0.643 0.319 1.635 -2.101 -0.124 -1.910
O 0.535 0.458 1.219 1.634 -0.442 1.473
C -0.956 0.033 3.089 0.072 0.349 -1.181
C 0.083 0.302 3.989 -0.799 -0.572 0.282
C -0.154 0.175 5.351 -1.151 -0.345 -0.979
C -1.457 -0.123 5.794 0.921 0.460 0.330
C -2.488 -0.350 4.892 -0.632 -0.584 0.047
C -2.229 -0.394 3.525 0.738 0.078 -0.178
H -0.710 1.847 -5.347 -0.106 0.393 0.255
H -0.252 3.302 -4.408 -0.119 0.070 -0.104
H -2.021 2.933 -4.680 0.774 -0.100 -0.084
H -3.087 2.052 -3.035 0.435 0.103 0.604
H -4.418 1.853 -0.898 -0.514 0.408 -0.377
H -3.579 1.544 0.652 -0.016 -0.088 -0.546
H -3.987 0.217 -0.457 -0.217 -0.295 0.305
H 1.056 0.506 3.576 0.121 0.258 -0.059
H 0.671 0.275 6.010 0.447 0.161 0.799
H -1.610 -0.185 6.868 -0.268 0.035 -0.093
H -3.512 -0.547 5.268 0.735 -0.077 -0.229
H -2.917 -0.833 2.785 0.128 0.807 0.416
I 0.356 3.807 -0.506 0.106 -0.035 0.024
Cl 2.890 -5.641 -1.843 -0.458 -0.637 -0.149
C 2.873 -3.933 -1.602 0.903 1.358 0.860
C 4.010 -3.403 -0.931 -0.598 -0.022 -1.083
C 4.162 -2.022 -0.869 0.665 -0.794 1.271
C 3.163 -1.171 -1.310 -0.199 -0.942 -0.541
C 2.021 -1.703 -1.903 -0.245 0.145 0.121
C 1.853 -3.092 -2.040 0.718 0.684 0.416
C 3.495 0.256 -1.289 0.048 5.491 -0.794
O 4.690 0.597 -1.148 -0.752 -1.128 0.077
O 2.585 1.217 -1.529 2.970 -3.200 0.318
H 4.792 -4.085 -0.591 -0.275 0.228 -0.055
H 5.053 -1.579 -0.375 -0.755 -0.309 -0.604
H 1.254 -0.987 -2.256 0.397 -0.686 0.069
H 0.924 -3.430 -2.442 -0.272 -0.532 -0.380
```
Positions in Å, forces in eV/Å.

Output
Total charge   -2
Spin multiplicity   3
E_HOMO (alpha / beta)   -0.4 / -0.3 eV
Orbital gap (alpha / beta)   4.53 / 4.50 eV
Lowest unoccupied orbital energy (alpha / beta)   4.15 / 4.15 eV

[2]
# C4H5N

A single C4H5N molecule (wB97M-V/def2-TZVPD, OMol25).

XYZ file:
```
10
Properties=species:S:1:pos:R:3:forces:R:3
C 2.283 -0.326 0.177 -0.395 0.018 0.115
C 1.090 -0.343 0.341 0.305 0.090 -0.001
C -0.356 -0.409 0.473 -0.007 0.124 0.026
C -1.185 0.745 -0.022 0.451 0.253 0.110
N -1.134 -0.492 -0.763 -0.075 -0.291 -0.409
H 3.344 -0.307 0.053 -0.228 -0.003 0.013
H -0.713 -1.016 1.305 0.004 0.088 -0.301
H -0.606 1.618 -0.344 -0.338 -0.341 -0.055
H -2.175 0.930 0.363 0.054 0.215 0.464
H -0.548 -0.400 -1.582 0.229 -0.155 0.036
```
Positions in Å, forces in eV/Å.

Output
SMILES   C#C[C@H]1CN1
E_HOMO   -9.4 eV
Orbital gap   10.58 eV
Energy relative to the best compared isomer or geometry (same formula, charge and spin)   66.4 kcal/mol
Lowest unoccupied orbital energy   1.15 eV

[3]
# H54O27

27 unconnected molecules or ions with the total composition H54O27 (wB97M-V/def2-TZVPD, OMol25).

XYZ file:
```
81
Properties=species:S:1:pos:R:3:forces:R:3
O 2.488 0.403 2.399 -0.281 -0.531 0.656
H 2.084 -0.151 1.731 -0.269 -0.389 -0.236
H 3.042 1.008 1.906 0.067 0.531 -0.471
O 5.797 0.000 -0.420 0.378 0.552 -0.183
H 5.554 -0.886 -0.692 -0.138 -0.568 0.037
H 4.998 0.360 -0.035 -0.131 0.155 0.158
O 0.932 2.152 -0.905 -0.296 0.254 0.400
H 1.399 2.986 -0.955 0.069 0.328 0.101
H 1.523 1.521 -1.317 0.540 -0.630 -0.351
O 0.306 1.340 3.736 -0.858 0.225 0.345
H 0.685 1.410 4.612 0.188 0.045 0.220
H 0.970 0.879 3.223 0.731 -0.269 -0.463
O -0.235 0.032 0.794 0.062 -0.034 0.646
H -0.089 -0.606 0.095 -0.052 -0.421 -0.673
H 0.089 0.858 0.436 0.125 0.439 -0.168
O -3.016 5.301 0.526 -0.060 0.384 -0.053
H -2.169 4.916 0.302 0.184 -0.331 -0.190
H -3.007 5.361 1.482 -0.106 -0.074 0.326
O 0.314 0.589 -4.050 0.461 0.276 -0.146
H -0.580 0.540 -3.709 -0.542 -0.186 0.576
H 0.241 0.295 -4.958 0.175 -0.123 -0.266
O 4.559 -1.394 3.350 0.578 -0.167 0.110
H 3.874 -1.814 3.870 -0.177 -0.107 0.064
H 4.114 -0.676 2.900 -0.351 0.102 -0.026
O 4.130 -2.192 -1.085 0.248 0.039 0.186
H 3.524 -1.473 -1.263 -0.239 0.111 -0.068
H 4.283 -2.593 -1.940 -0.031 -0.312 -0.222
O -3.194 -0.301 3.902 -0.092 -0.264 0.065
H -2.423 -0.524 4.422 0.204 -0.104 0.089
H -3.925 -0.368 4.516 -0.325 0.169 0.251
O -3.858 4.021 -1.862 -0.690 -0.129 -0.679
H -2.907 4.038 -1.963 0.163 -0.200 0.181
H -4.027 4.552 -1.083 -0.001 0.111 0.370
O 3.917 1.941 0.793 0.079 0.046 -0.151
H 3.583 2.676 0.279 -0.122 0.155 -0.142
H 4.511 2.342 1.427 0.497 0.163 0.202
O -2.278 -0.161 -3.122 0.531 0.075 -0.763
H -2.867 -0.351 -2.392 -0.519 -0.223 1.065
H -2.750 0.482 -3.650 -0.352 0.310 -0.114
O -1.745 2.849 4.920 -0.440 0.125 0.433
H -1.340 2.213 4.330 0.119 -0.090 -0.499
H -1.035 3.124 5.501 0.115 0.179 0.121
O 0.747 -3.378 -4.158 1.027 -0.053 0.356
H 0.890 -3.864 -4.971 0.159 -0.147 -0.127
H -0.103 -2.954 -4.279 -0.802 0.153 -0.303
O -2.560 1.628 2.076 -0.053 0.597 -0.426
H -2.729 0.965 2.746 -0.168 -0.180 0.304
H -1.651 1.479 1.816 0.123 -0.182 -0.126
O 1.576 -5.863 0.198 0.599 -0.790 0.278
H 1.175 -5.049 0.502 -0.170 0.452 0.103
H 1.173 -6.025 -0.655 -0.175 0.177 -0.191
O -0.343 -1.748 3.050 0.056 -0.444 0.296
H -0.504 -1.135 2.333 -0.189 0.566 -0.370
H -0.548 -1.251 3.842 0.282 0.105 0.125
O -4.892 -1.189 1.781 -0.555 -0.334 -0.534
H -5.028 -0.337 1.369 -0.066 0.495 0.160
H -4.231 -1.028 2.455 0.557 0.014 0.180
O 0.331 4.921 2.334 0.186 0.159 0.044
H 0.396 3.983 2.154 -0.110 -0.404 0.164
H 0.107 5.312 1.489 -0.099 0.208 -0.186
O 2.418 0.234 -2.368 0.709 0.169 0.789
H 3.229 0.369 -2.858 0.481 0.016 0.011
H 1.724 0.480 -2.980 -0.990 -0.077 -0.976
O -3.971 -1.308 -1.047 0.305 0.199 -0.851
H -3.869 -2.235 -1.262 0.034 -0.301 0.033
H -4.497 -1.303 -0.248 -0.002 -0.050 0.625
O 0.717 -1.644 -1.406 -0.658 -0.025 0.388
H 0.327 -1.877 -2.249 -0.109 -0.139 -0.287
H 1.495 -1.135 -1.635 0.416 0.125 -0.200
O -1.167 3.744 -1.603 -0.006 0.625 0.045
H -0.718 4.297 -2.242 0.083 0.247 -0.241
H -0.596 2.983 -1.500 0.183 -0.625 0.133
O 0.477 -3.369 0.788 -0.175 -0.048 0.145
H 0.535 -2.757 1.521 -0.018 -0.130 0.564
H 0.334 -2.813 0.022 0.217 -0.013 -0.444
O -1.697 -2.524 -4.443 -0.225 -0.256 -0.357
H -2.397 -2.841 -5.015 -0.051 -0.309 -0.181
H -2.051 -1.726 -4.050 -0.150 0.815 0.536
O 0.106 -5.337 -2.141 -0.369 -0.392 0.299
H 0.081 -5.930 -2.892 -0.025 -0.093 -0.185
H 0.244 -4.471 -2.524 0.306 0.255 -0.335
```
Positions in Å, forces in eV/Å.

Output
E_HOMO   -9.2 eV
Orbital gap   8.23 eV
Energy relative to the best compared isomer or geometry (same formula, charge and spin)   76.3 kcal/mol
Lowest unoccupied orbital energy   -0.97 eV

[4]
# CH9O4

4 unconnected molecules or ions with the total composition CH9O4 (wB97M-V/def2-TZVPD, OMol25).

XYZ file:
```
14
Properties=species:S:1:pos:R:3:forces:R:3
C -2.304 -0.061 1.141 0.023 0.550 0.173
O -2.545 0.698 -0.022 -0.255 -0.348 0.323
H -1.302 0.153 1.532 0.024 -0.339 -0.049
H -3.009 0.240 1.925 -0.106 0.080 -0.125
H -2.445 -1.140 1.004 0.188 -0.047 -0.150
H 3.810 -1.357 -1.089 0.171 -0.046 0.106
H 2.710 -0.766 -0.240 -0.271 0.287 0.674
O 3.640 -1.071 -0.185 0.053 -0.181 -0.589
H 0.508 0.325 -0.410 0.035 -0.222 -0.006
H 1.705 1.067 0.321 0.006 0.045 0.176
O 1.231 0.234 0.391 -0.004 0.048 -0.414
H -1.765 0.572 -0.621 0.032 0.259 -0.310
H 0.166 0.699 -2.231 -0.174 0.091 -0.139
O -0.398 0.408 -1.514 0.279 -0.178 0.331
```
Positions in Å, forces in eV/Å.

Output
Total charge   -1
E_HOMO   -4.6 eV
Orbital gap   8.71 eV
Energy relative to the best compared isomer or geometry (same formula, charge and spin)   6.5 kcal/mol
Lowest unoccupied orbital energy   4.06 eV

[5]
# C2H9NO

2 unconnected molecules or ions with the total composition C2H9NO (wB97M-V/def2-TZVPD, OMol25).

XYZ file:
```
13
Properties=species:S:1:pos:R:3:forces:R:3
C -1.880 0.404 0.034 -0.546 4.699 -4.632
N -1.328 -0.825 0.042 0.098 -9.152 0.444
H -1.100 0.877 -0.779 -1.938 0.579 2.236
H -2.885 0.487 -0.725 1.922 0.033 3.041
H -1.788 0.872 1.059 -0.764 0.004 -1.543
H -1.417 -1.394 0.922 0.088 1.316 -0.636
H -1.820 -1.586 -0.593 1.338 2.469 1.069
C 2.182 0.471 0.009 -0.602 1.919 1.129
O 2.179 -0.954 -0.024 -3.883 0.143 -0.708
H 3.181 0.774 -0.216 0.695 0.177 -0.551
H 1.470 1.152 -0.580 0.667 -1.857 -0.097
H 2.025 0.965 1.016 0.007 -1.209 -0.313
H 1.179 -1.242 -0.166 2.917 0.880 0.559
```
Positions in Å, forces in eV/Å.

Output
SMILES   CN.CO
E_HOMO   -9.1 eV
Orbital gap   9.93 eV
Energy relative to the best compared isomer or geometry (same formula, charge and spin)   64.1 kcal/mol
Lowest unoccupied orbital energy   0.84 eV

[6]
# C5H5N3

A single C5H5N3 molecule (wB97M-V/def2-TZVPD, OMol25).

XYZ file:
```
13
Properties=species:S:1:pos:R:3:forces:R:3
C -1.107 1.004 -0.231 -2.641 0.831 0.109
C -0.208 -1.491 -0.285 0.235 5.140 -0.585
C -2.479 0.878 -0.056 1.764 -0.069 -0.095
C -0.314 -0.153 -0.423 -0.804 -3.165 1.035
C -3.051 -1.544 0.081 -0.320 2.692 -0.042
N -3.040 -0.341 0.031 0.229 -4.706 0.039
N 0.982 -0.683 -0.711 1.681 -0.128 -0.405
N 1.937 -0.562 0.411 -1.000 -1.135 0.654
H -0.792 2.045 -0.272 0.572 -0.440 -0.128
H -0.399 -2.364 0.247 -0.296 -1.330 0.332
H -3.280 1.573 0.041 0.454 1.500 -0.067
H 2.244 0.344 0.687 -0.237 1.051 -0.391
H 2.746 -1.101 0.180 0.363 -0.240 -0.455
```
Positions in Å, forces in eV/Å.

Output
E_HOMO (alpha / beta)   -8.0 / -8.0 eV
Orbital gap (alpha / beta)   7.49 / 7.50 eV
Energy relative to the best compared isomer or geometry (same formula, charge and spin)   136.1 kcal/mol
Lowest unoccupied orbital energy (alpha / beta)   -0.49 / -0.49 eV

| no. | molecular weight (g mol⁻¹) | maximum force (Eh/bohr) |
| --- | --- | --- |
| 1 | 605.12 | 0.1272 |
| 2 | 67.09 | 0.0103 |
| 3 | 486.41 | 0.0271 |
| 4 | 85.08 | 0.0152 |
| 5 | 63.10 | 0.1782 |
| 6 | 107.12 | 0.1007 |